Molecular formula: C10H16
Method: DFT, the ωB97M-V functional and the def2-TZVPD basis

Structure (XYZ):
```
26
Properties=species:S:1:pos:R:3:forces:R:3:mulliken_charge:R:1
C 0.25949 -2.24933 1.59658 -0.1 0.9 0.2 -0.83
C -0.52280 -0.99593 2.08570 0.1 -1.1 0.7 -0.94
C -0.61566 0.17592 1.14758 -0.7 0.4 1.2 0.73
C 0.45763 1.00037 0.82697 0.4 0.2 0.4 -0.02
C 0.29435 2.18402 0.12222 -0.3 -1.0 -0.2 -0.82
C -0.96809 2.49027 -0.38743 0.9 0.7 0.6 -0.34
C -2.05308 1.73945 0.00056 -0.5 -0.4 0.1 -0.55
C -1.89866 0.60851 0.80780 0.5 0.3 -1.3 -0.53
H -0.32966 -3.12953 1.82205 0.1 -0.3 -0.2 0.33
H 1.21534 -2.33030 2.11160 0.1 -0.1 -0.1 0.26
H 0.45924 -2.15627 0.53210 -0.1 -0.3 0.0 0.12
H -1.53115 -1.30201 2.35669 -0.3 -0.1 -0.5 0.39
H -0.17292 -0.78466 3.10658 0.4 0.7 -0.4 0.39
H 1.44873 0.75910 1.20494 -0.1 -0.1 -0.1 0.32
H 1.18095 2.76175 -0.09036 -0.1 0.3 -0.1 0.40
H -1.04574 3.38574 -0.98163 -0.4 0.1 -0.2 0.39
H -3.05514 2.00699 -0.31484 0.1 0.1 -0.1 0.36
H -2.78141 0.02121 1.01565 0.1 -0.1 0.3 0.29
C 0.69956 0.03465 -2.30342 0.2 -0.4 -0.2 -0.61
C 1.68144 -1.06051 -1.88425 0.2 -0.2 -0.8 -0.87
H 0.52231 -0.02985 -3.38041 0.2 0.2 0.0 0.41
H -0.29234 -0.05225 -1.85626 0.2 0.0 0.3 0.14
H 1.14729 0.99002 -2.05652 -0.3 0.3 -0.1 0.18
H 1.69098 -1.32687 -0.83195 -0.1 0.2 0.0 0.14
H 2.70020 -0.78499 -2.17176 0.0 0.2 0.2 0.34
H 1.50914 -1.95550 -2.47816 -0.2 -0.3 0.2 0.33
```
Positions in Å, forces in eV/Å.

SMILES string ... CCc1ccccc1.CC
Net charge ... 0
HOMO ... -9.1 eV
LUMO ... 0.99 eV
Energy relative to the best compared isomer or geometry (same formula, charge and spin) ... 0.613 eV